31
Properties=species:S:1:pos:R:3:nbo_charge:R:1 method="wB97M-V/def2-TZVPD" e_tot_ha=-1144.703534 mol_weight_g_mol=259.33 smiles="O=C1CCCc2nc(COc3ccccc3)sc21" total_charge=0 e_above_lowest_kcal_mol=18.6 homo_ev=-8.67 orbital_gap_ha=0.3168
O 2.4828 3.8885 1.9316 -0.5399
N 0.9929 0.7914 -1.1745 -0.4526
O 1.4452 -2.2683 0.8003 -0.4906
S 2.1691 0.8743 1.1383 0.4719
C 1.9328 3.6925 0.8570 0.5405
C 1.4772 0.0152 -0.2450 0.0717
C 1.7189 2.3605 0.3919 -0.3754
C 1.1375 2.1360 -0.8286 0.2118
C -1.9736 -2.9599 3.0784 -0.2384
C -2.0850 -1.9858 2.0561 -0.1813
C -0.7667 -3.5812 3.3545 -0.1943
C -0.9612 -1.7597 1.2075 -0.3121
C 0.3363 -3.3342 2.5634 -0.2516
C 0.2598 -2.4197 1.4820 0.3090
C 1.4068 -1.4773 -0.4232 -0.1238
C 1.3642 4.8451 0.0465 -0.4934
C 0.7796 3.2432 -1.7343 -0.4477
C 1.5289 4.5360 -1.4265 -0.3794
H -2.8266 -3.1364 3.7488 0.2122
H -3.0147 -1.4828 1.8867 0.2162
H -0.6679 -4.2172 4.1960 0.2145
H -1.0688 -1.0423 0.4372 0.2201
H 1.2701 -3.7944 2.7723 0.2220
H 0.5420 -1.7390 -1.0234 0.2166
H 2.2212 -1.8258 -1.0629 0.2248
H 0.3255 5.0273 0.2879 0.2283
H 1.9081 5.7607 0.2893 0.2381
H -0.2874 3.4484 -1.6652 0.2237
H 1.0121 2.9974 -2.7863 0.2355
H 1.1402 5.3499 -2.0338 0.2166
H 2.6053 4.4621 -1.7178 0.2071


17
Properties=species:S:1:pos:R:3:nbo_charge:R:1 method="wB97M-V/def2-TZVPD" e_tot_ha=-309.778331 mol_weight_g_mol=98.14 total_charge=0 e_above_lowest_kcal_mol=40.2 homo_ev=-9.21 orbital_gap_ha=0.3820
C 2.4760 0.1559 0.4730 -0.6050
C 1.1314 0.1753 -0.2471 -0.4283
C -0.0136 -0.4458 0.5391 0.1113
O -0.7041 0.5070 1.3989 -0.5221
C -1.9417 0.1720 0.7815 0.0934
C -1.9376 0.5099 -0.6735 -0.4498
C -1.3112 -0.7743 -0.1910 -0.2858
H 2.8506 -0.8682 0.5816 0.2007
H 2.3984 0.5977 1.4720 0.2113
H 3.2227 0.7244 -0.0911 0.2108
H 1.2155 -0.3484 -1.2077 0.2064
H 0.8509 1.2095 -0.4728 0.2122
H 0.3280 -1.2910 1.1522 0.1811
H -2.8258 0.0966 1.4071 0.2003
H -2.8842 0.3866 -1.1926 0.2232
H -1.3181 1.3254 -1.0384 0.2170
H -1.6228 -1.7590 -0.5210 0.2234


79
Properties=species:S:1:pos:R:3:mulliken_charge:R:1 method="wB97M-V/def2-TZVPD" e_tot_ha=-8235.792857 mol_weight_g_mol=1091.69 s2=0.77 total_charge=+1 e_above_lowest_kcal_mol=62.4 homo_ev="-9.82 / -9.82" spin_multiplicity=2 orbital_gap_ha="0.1443 / 0.1582"
Ir 0.1377 0.2465 -0.5412 5.0620
O -3.6646 -0.7078 -2.3432 -0.6797
C -2.5941 -0.2765 -1.9792 0.1826
O -1.8713 -0.7413 -1.0472 -0.6824
C -1.9675 0.8812 -2.7849 0.4932
C -2.7414 1.5491 -3.7509 -1.1372
C -2.1373 2.5175 -4.5037 -1.0457
C -0.7690 2.8119 -4.3092 0.9154
C -0.0694 3.7869 -5.0504 -0.8446
C 1.2403 4.0674 -4.7723 -0.8945
C 1.9070 3.3922 -3.7370 -1.1778
C 1.2674 2.4272 -3.0090 0.5525
C -0.0745 2.1073 -3.2848 -0.0539
N -0.7126 1.1587 -2.5708 0.6810
H -3.7819 1.2812 -3.8453 0.6138
H -2.6959 3.0771 -5.2417 0.4975
H -0.5919 4.3160 -5.8337 0.4645
H 1.7652 4.8216 -5.3372 0.4608
H 2.9310 3.6460 -3.5122 0.5560
H 1.7591 1.8923 -2.2095 0.3716
Br -1.4794 1.2801 4.3733 -0.1571
C -0.9622 -0.4139 3.7717 -0.4385
C -1.0064 -1.5146 4.6080 -0.4040
C -0.6028 -2.7536 4.1511 0.1252
Br -0.6948 -4.2308 5.3239 -0.2097
C -0.0827 -2.9177 2.8388 0.6280
C 0.4100 -4.1351 2.3364 -0.8123
C 1.0086 -4.1456 1.1023 -1.6566
C 1.0699 -2.9620 0.3610 0.0099
N 0.5466 -1.8294 0.7751 0.2254
C -0.0117 -1.7830 1.9920 -0.0342
C -0.5005 -0.4833 2.4229 0.0017
O -0.4708 0.5147 1.6754 -0.5903
H -1.3550 -1.4011 5.6233 0.4552
H 0.3374 -5.0393 2.9233 0.3722
H 1.4370 -5.0485 0.6993 0.5078
H 1.5783 -2.9564 -0.5876 0.5780
F 7.3553 -0.9224 1.2650 -0.2943
C 6.1118 -0.5318 0.9964 0.5404
C 5.3135 -1.2612 0.1180 0.3090
F 5.7819 -2.3729 -0.4536 -0.3066
C 4.0265 -0.8462 -0.1713 0.0505
F 3.3002 -1.6098 -1.0079 -0.2739
C 3.4531 0.3365 0.3590 0.0309
O 2.3041 0.8094 0.0624 -1.1326
C 4.2991 1.0265 1.2740 -0.3231
F 3.8150 2.1519 1.8349 -0.3386
C 5.5758 0.6112 1.5922 0.1619
F 6.3040 1.3020 2.4676 -0.2889
C 0.1130 6.0570 0.4413 -1.0906
N -0.3740 4.7400 0.1241 0.0956
C -1.7453 4.4823 -0.2293 -0.3447
C -1.7351 2.9632 -0.4510 -0.1921
O -2.6794 2.2950 -0.7857 -0.5921
N -0.4584 2.5379 -0.2322 0.5125
C 0.2977 3.5824 0.1413 -0.3715
N 1.5789 3.4527 0.4334 0.0404
H -0.4433 6.7839 -0.1488 0.3503
H 1.1684 6.1391 0.1851 0.3785
H -0.0284 6.2982 1.4979 0.3181
H -2.0458 5.0053 -1.1417 0.3589
H -2.4419 4.7551 0.5672 0.3643
H 1.9467 2.4979 0.4497 -0.0432
H 2.0947 4.1844 0.8876 0.2866
C 3.8461 0.3052 -4.8168 -1.0626
C 3.6282 -1.1876 -4.5784 -0.4397
C 2.3851 -1.4407 -3.8147 0.0489
N 1.8703 -0.6272 -2.9767 -0.5714
N 0.8048 -1.0868 -2.3296 0.4364
C 0.4266 -2.2918 -2.6928 -0.3854
N -0.6081 -2.9443 -2.1605 -0.1055
S 1.4917 -2.9654 -3.9035 -0.1818
H 4.7937 0.4573 -5.3257 0.4473
H 3.8630 0.8384 -3.8703 0.1255
H 3.0484 0.7201 -5.4292 0.2942
H 4.4661 -1.5853 -3.9940 0.2532
H 3.5998 -1.7315 -5.5242 0.4429
H -1.2458 -2.3671 -1.6097 0.3104
H -0.9743 -3.7642 -2.6167 0.2460